Record 1
{
  "formula": "C5H10N3",
  "method": "ωB97M-V with the def2-TZVPD basis set",
  "symbols": ["N", "N", "N", "C", "C", "C", "C", "C", "H", "H", "H", "H", "H", "H", "H", "H", "H", "H"],
  "coordinates": [[0.414, 0.145, 1.590], [-0.973, -0.203, -0.233], [0.032, 0.288, 0.350], [-1.891, -0.455, -0.904], [-0.270, -0.277, 2.567], [1.892, 0.182, -0.767], [2.693, 1.039, 0.087], [-3.039, -0.745, -1.680], [3.758, 0.799, -0.045], [1.465, 0.561, -1.682], [-3.851, -0.067, -1.410], [0.215, -0.289, 3.529], [-2.805, -0.597, -2.738], [2.528, 2.098, -0.098], [2.015, -0.888, -0.686], [-3.363, -1.776, -1.533], [-1.304, -0.613, 2.512], [2.483, 0.798, 1.141]],
  "forces_ev_per_a": [[0.3, -0.4, 1.9], [-3.4, -1.2, -1.3], [4.0, 1.3, -2.5], [2.4, 0.5, 1.8], [-0.5, -0.2, -0.1], [-1.9, 0.3, 1.2], [0.3, 0.2, 0.2], [-1.0, -0.2, -0.7], [-0.1, 0.0, -0.1], [0.0, 0.0, -0.2], [0.0, 0.0, 0.0], [0.1, 0.0, 0.1], [0.0, 0.0, 0.0], [0.0, -0.1, 0.0], [0.0, -0.2, 0.0], [0.0, 0.0, 0.0], [-0.1, 0.0, -0.2], [0.0, 0.0, -0.2]],
  "spin_multiplicity": 1,
  "total_charge": 1,
  "largest_force_ev_per_a": 4.9,
  "e_above_lowest_kcal_mol": 149.9
}

Record 2
{
  "formula": "C8H19INO",
  "method": "ωB97M-V with the def2-TZVPD basis set",
  "symbols": ["I", "O", "N", "C", "C", "C", "C", "C", "C", "C", "C", "H", "H", "H", "H", "H", "H", "H", "H", "H", "H", "H", "H", "H", "H", "H", "H", "H", "H", "H"],
  "coordinates": [[3.861, -0.485, 0.093], [-0.071, 1.940, 0.225], [-0.274, -0.260, 0.388], [-1.726, -0.197, 0.009], [-2.429, -1.507, 0.120], [0.487, 0.762, -0.238], [0.571, -1.866, -1.473], [0.221, 3.093, -0.544], [-0.147, -0.026, 1.915], [0.368, -1.556, 0.011], [2.493, 1.099, 0.330], [-0.114, 1.068, 2.063], [-3.481, -1.397, -0.246], [1.329, 3.456, -0.297], [0.780, -0.504, 2.138], [-0.568, 3.826, -0.326], [1.474, -1.526, 0.399], [-2.598, -1.961, 1.041], [0.720, 0.466, -1.283], [1.189, -1.168, -1.977], [2.683, 2.019, -0.283], [0.208, 2.855, -1.595], [-0.398, -1.835, -1.983], [-2.211, -2.315, -0.584], [0.729, -2.960, -1.589], [-1.038, -0.625, 2.335], [-1.682, 0.057, -1.127], [-0.234, -2.288, 0.556], [2.214, 1.328, 1.398], [-2.356, 0.507, 0.524]],
  "forces_ev_per_a": [[-0.1, 0.6, 0.0], [0.0, -0.5, -1.5], [0.4, -0.2, 1.9], [-0.2, -0.6, -3.5], [-2.2, -1.0, -2.5], [3.9, 2.3, 0.2], [-3.0, -1.2, 0.4], [2.1, 1.0, 0.5], [-1.8, -1.3, -0.7], [2.4, -0.9, 0.8], [-3.6, -0.1, 0.3], [-0.5, -1.0, 0.3], [0.6, 0.8, 0.4], [-2.6, -0.3, -0.4], [0.6, -0.2, 0.7], [0.6, -0.1, 0.1], [-2.4, 0.0, 0.0], [0.3, -0.4, 2.1], [-1.0, 1.4, 0.4], [1.2, -0.1, -0.5], [0.1, -1.3, 0.6], [-0.1, 0.0, -0.5], [-0.1, 0.4, -0.1], [1.0, 0.2, 0.1], [1.0, 0.9, 0.2], [1.6, 1.3, -0.1], [-0.4, -0.1, 2.0], [0.5, -0.2, -0.3], [0.9, -0.2, -1.2], [0.8, 0.9, 0.4]],
  "spin_multiplicity": 1,
  "total_charge": 1,
  "largest_force_ev_per_a": 4.5,
  "e_above_lowest_kcal_mol": 37.8
}

Record 3
{
  "formula": "C36H65N2O10",
  "method": "ωB97M-V with the def2-TZVPD basis set",
  "symbols": ["O", "O", "O", "O", "O", "O", "O", "O", "O", "O", "N", "N", "C", "C", "C", "C", "C", "C", "C", "C", "C", "C", "C", "C", "C", "C", "C", "C", "C", "C", "C", "C", "C", "C", "C", "C", "C", "C", "C", "C", "C", "C", "C", "C", "C", "C", "C", "C", "H", "H", "H", "H", "H", "H", "H", "H", "H", "H", "H", "H", "H", "H", "H", "H", "H", "H", "H", "H", "H", "H", "H", "H", "H", "H", "H", "H", "H", "H", "H", "H", "H", "H", "H", "H", "H", "H", "H", "H", "H", "H", "H", "H", "H", "H", "H", "H", "H", "H", "H", "H", "H", "H", "H", "H", "H", "H", "H", "H", "H", "H", "H", "H", "H"],
  "coordinates": [[3.687, -0.894, 5.408], [-0.495, -3.185, 5.427], [-3.397, -2.785, -4.115], [-8.914, 1.466, -8.260], [-6.890, 0.607, -3.175], [-2.481, -1.265, 0.773], [-5.225, 2.777, 1.816], [-0.845, 0.228, 0.861], [12.074, 1.010, 3.359], [7.796, -0.295, 4.687], [3.738, -0.102, 3.234], [0.750, -3.752, 3.588], [-4.736, -1.352, -2.783], [-0.235, -3.034, 4.128], [-0.317, 0.954, 1.994], [-7.770, 0.616, -8.418], [7.384, -0.312, 6.059], [0.441, -2.824, 1.433], [12.877, 1.221, 2.190], [8.003, 1.907, 5.543], [1.088, -3.687, 2.282], [1.165, 1.382, 1.849], [2.657, -0.677, 2.384], [4.653, -2.434, 3.921], [2.119, 0.284, 1.309], [-1.384, -0.986, 1.173], [7.969, 0.930, 6.710], [-6.927, 1.808, -3.961], [3.998, -1.073, 4.249], [-9.071, 0.828, -4.080], [-3.041, -2.996, -2.747], [-9.259, 2.022, -9.537], [-0.593, -2.028, 1.989], [-5.303, 3.276, 0.473], [-3.518, -1.773, -1.978], [-8.103, 1.721, -10.475], [12.537, -0.162, 4.040], [-4.326, 1.131, 0.373], [8.353, 0.993, 4.380], [13.494, -0.869, 3.094], [-4.310, 2.470, -0.347], [-4.296, -1.670, -4.202], [-7.576, 0.412, -9.911], [14.076, 0.296, 2.311], [-0.954, -2.126, 3.341], [-8.115, 1.680, -4.899], [-4.482, 1.558, 1.823], [-8.116, -0.113, -3.364], [-9.445, 3.092, -9.429], [12.937, -1.528, 2.422], [4.377, -3.130, 4.729], [-6.327, 3.127, 0.116], [-9.596, 1.454, -3.353], [-5.198, 0.552, 0.057], [8.715, 2.721, 5.672], [3.089, -1.561, 1.879], [-8.528, 2.642, -5.195], [14.241, -1.468, 3.614], [-3.751, -0.830, -4.646], [-3.736, -1.985, -0.937], [1.858, -1.057, 3.057], [-5.132, -1.925, -4.855], [-0.470, 0.450, 2.964], [-7.339, 2.497, -10.389], [7.727, -1.234, 6.532], [4.299, -2.877, 2.978], [1.554, 1.789, 2.800], [1.180, 2.203, 1.108], [-7.051, 2.655, -3.276], [-8.498, -0.443, -2.396], [-1.961, -3.150, -2.669], [-7.933, -0.322, -7.884], [-10.182, 1.541, -9.876], [3.291, 0.672, 3.729], [-3.505, 1.759, 2.286], [7.952, 1.348, 3.430], [-5.086, 4.345, 0.468], [13.047, 0.158, 4.955], [13.160, 2.273, 2.127], [-1.757, -1.495, 3.730], [-5.006, 0.815, 2.427], [7.011, 2.341, 5.393], [11.684, -0.784, 4.317], [-4.581, 2.406, -1.401], [-5.981, 1.927, -4.493], [1.570, -0.334, 0.575], [-5.014, -0.314, -2.648], [-6.542, 0.202, -10.181], [12.269, 0.971, 1.314], [6.289, -0.293, 6.082], [0.713, -2.737, 0.380], [5.749, -2.317, 3.954], [-9.815, 0.305, -4.678], [-7.822, 1.143, -5.802], [-0.906, 1.887, 2.052], [-2.758, -0.986, -2.017], [-3.439, 0.529, 0.200], [-7.898, -0.998, -3.972], [2.962, 0.764, 0.787], [14.493, 0.013, 1.345], [-8.408, 1.659, -11.519], [1.257, -4.385, 4.205], [1.910, -4.302, 1.914], [8.986, 0.728, 7.055], [-0.968, -2.382, 5.701], [-8.195, -0.420, -10.259], [7.385, 1.280, 7.560], [9.437, 0.877, 4.278], [-3.314, 2.918, -0.277], [-5.595, -1.972, -2.509], [-3.548, -3.904, -2.402], [-6.907, 1.125, -7.974], [14.865, 0.779, 2.894]],
  "forces_ev_per_a": [[0.0, 0.6, -0.4], [0.6, 0.1, -0.7], [0.0, 0.1, 0.2], [0.2, -0.1, -0.2], [-0.4, 0.3, -0.2], [1.1, -0.6, 0.7], [0.2, -0.1, -0.1], [0.3, -1.1, 1.1], [0.2, -0.1, -0.1], [-0.1, 0.1, 0.1], [-0.9, -0.8, 0.4], [0.2, -0.6, 0.4], [0.1, -0.2, 0.1], [-1.2, 1.1, 0.4], [0.7, 1.4, 0.9], [0.0, 0.2, 0.1], [-0.2, -0.1, -0.1], [-0.6, 0.2, 0.5], [-0.2, 0.0, -0.1], [-0.2, 0.1, 0.0], [0.1, 0.3, -1.2], [0.1, -0.2, -1.1], [0.6, -0.3, -0.5], [-0.4, 0.3, 0.0], [-0.3, -0.2, 0.5], [-0.8, 0.2, -1.0], [0.2, 0.0, 0.1], [0.0, 0.1, 0.2], [0.2, -0.8, 0.7], [-0.1, 0.1, 0.2], [-0.2, -0.1, -0.1], [-0.3, -0.1, 0.0], [-0.1, 0.9, 0.5], [-0.2, 0.0, 0.0], [0.1, 0.0, -0.1], [0.2, 0.2, 0.0], [0.0, 0.1, 0.2], [-0.1, -0.1, -0.2], [0.3, -0.1, -0.1], [-0.1, -0.2, -0.1], [0.1, 0.1, 0.0], [0.1, 0.1, -0.1], [-0.1, -0.2, -0.1], [0.2, 0.1, 0.1], [0.7, -0.3, -1.3], [0.1, -0.1, -0.2], [0.0, 0.2, 0.0], [0.1, -0.2, -0.1], [0.0, 0.0, 0.1], [0.0, 0.0, 0.0], [0.1, 0.4, -0.2], [0.0, 0.0, -0.1], [0.0, 0.0, 0.0], [0.0, 0.0, 0.0], [0.0, 0.0, 0.0], [-0.2, 0.4, 0.1], [0.0, 0.0, 0.0], [0.0, 0.0, 0.0], [-0.1, 0.0, 0.0], [-0.1, 0.0, -0.1], [0.0, 0.3, -0.4], [0.1, -0.1, 0.0], [-0.1, -0.2, -0.6], [0.0, 0.0, 0.0], [0.0, 0.0, -0.1], [0.5, 0.3, 0.1], [-0.4, -0.1, -0.3], [0.0, -0.2, 0.4], [0.0, 0.1, -0.1], [0.1, 0.0, 0.0], [0.0, 0.0, -0.1], [-0.1, 0.1, 0.0], [0.0, 0.1, -0.1], [0.5, 0.0, 0.1], [0.1, -0.1, 0.0], [0.0, -0.1, 0.0], [0.0, 0.0, 0.1], [0.0, -0.1, 0.0], [-0.1, 0.0, 0.1], [0.3, -0.4, 0.1], [0.0, 0.1, 0.0], [0.0, 0.0, 0.0], [-0.1, 0.1, 0.0], [0.0, 0.0, 0.0], [0.0, -0.1, 0.1], [0.3, 0.4, 0.1], [0.0, 0.0, 0.0], [0.0, 0.0, 0.0], [0.1, 0.0, -0.1], [0.0, 0.0, 0.1], [0.0, -0.1, 0.4], [-0.4, 0.0, -0.3], [0.0, 0.0, 0.0], [0.0, 0.1, 0.0], [0.1, -0.5, 0.0], [0.0, 0.0, 0.0], [-0.2, 0.2, 0.0], [-0.1, 0.0, 0.0], [-0.2, -0.3, 0.2], [0.0, 0.0, 0.0], [0.0, 0.0, 0.0], [-0.1, 0.1, -0.1], [-0.3, 0.0, 0.5], [0.0, 0.0, 0.0], [-0.1, -0.4, 0.4], [0.0, 0.0, 0.0], [0.0, 0.0, 0.0], [0.0, 0.1, -0.1], [0.0, 0.0, 0.0], [0.0, 0.1, 0.0], [0.1, 0.0, 0.1], [0.1, -0.1, 0.0], [0.0, 0.0, 0.0]],
  "spin_multiplicity": 1,
  "total_charge": 1,
  "largest_force_ev_per_a": 1.8,
  "e_above_lowest_kcal_mol": 0.0
}

Record 4
{
  "formula": "C30H24ClNO4PPd",
  "method": "ωB97M-V with the def2-TZVPD basis set",
  "symbols": ["Pd", "Cl", "P", "O", "O", "O", "O", "N", "C", "C", "C", "C", "C", "C", "C", "C", "C", "C", "C", "C", "C", "C", "C", "C", "C", "C", "C", "C", "C", "C", "C", "C", "C", "C", "C", "C", "C", "C", "H", "H", "H", "H", "H", "H", "H", "H", "H", "H", "H", "H", "H", "H", "H", "H", "H", "H", "H", "H", "H", "H", "H", "H"],
  "coordinates": [[-0.036, -0.414, 2.106], [0.843, 0.627, -0.748], [0.258, 0.412, -2.690], [0.711, -1.651, 9.641], [0.704, 1.195, 3.199], [-0.758, 2.736, 4.068], [-1.068, -0.474, 10.133], [-0.136, -0.774, 9.353], [1.304, -0.805, -3.465], [-1.142, -1.872, 1.300], [0.544, 2.036, -3.384], [-2.242, 0.653, -3.898], [-3.471, 0.113, -4.280], [1.233, 2.223, -4.594], [0.980, -0.459, 7.183], [1.744, -2.396, -5.246], [0.021, 1.062, 5.519], [-3.131, -1.759, -2.767], [0.234, -2.029, 0.951], [1.356, 3.512, -5.117], [3.514, -1.776, -3.722], [-0.983, 0.879, 7.755], [-0.029, 3.132, -2.719], [-0.049, 1.736, 4.160], [0.852, -1.564, -4.567], [0.803, 4.605, -4.444], [-0.031, -0.107, 8.101], [0.978, -2.179, 2.150], [-1.245, -1.928, 2.722], [-1.441, -0.034, -2.957], [-3.908, -1.096, -3.725], [-1.890, -1.247, -2.402], [2.634, -0.944, -3.032], [0.094, 4.411, -3.256], [-0.935, 1.453, 6.491], [0.072, -2.120, 3.253], [1.004, 0.120, 5.910], [3.078, -2.492, -4.840], [-1.240, -1.797, -1.716], [1.663, 1.369, -5.119], [-4.858, -1.526, -4.044], [0.356, -2.176, 4.306], [2.979, -0.400, -2.154], [4.547, -1.852, -3.381], [0.624, -2.032, -0.069], [1.725, -1.204, 7.469], [-0.563, 2.973, -1.784], [-3.485, -2.687, -2.313], [0.932, 5.612, -4.839], [-2.173, -1.838, 3.288], [-4.087, 0.637, -5.016], [1.804, -0.158, 5.224], [-0.192, -1.507, -4.883], [3.775, -3.122, -5.391], [-1.958, -1.726, 0.584], [2.063, -2.273, 2.205], [1.387, -2.973, -6.100], [1.900, 3.664, -6.047], [-1.753, 1.155, 8.472], [-0.356, 5.258, -2.739], [-1.897, 1.591, -4.342], [-1.658, 2.227, 6.245]],
  "forces_ev_per_a": [[1.4, 9.0, 1.2], [-0.5, -0.1, -0.8], [0.4, 0.8, -0.4], [0.3, -1.6, 2.2], [-1.0, 0.3, 0.3], [0.9, -1.2, -0.6], [-0.8, -0.9, 2.5], [0.7, 3.0, -5.7], [0.5, -0.6, -0.1], [-1.2, -1.7, -1.3], [0.0, 0.4, -0.3], [0.3, -0.1, 0.3], [0.1, -0.1, 0.1], [-0.2, 0.0, 0.2], [-0.2, 0.0, 0.1], [-0.1, 0.1, 0.1], [0.1, -0.2, 1.0], [0.1, 0.0, 0.0], [-0.2, -1.9, -1.6], [0.0, 0.0, 0.1], [-0.1, 0.1, 0.0], [0.4, -0.5, 0.1], [0.0, 0.0, -0.2], [-0.1, 0.5, 0.1], [0.0, 0.2, 0.2], [0.0, -0.3, 0.1], [-0.2, 0.1, -0.3], [1.2, -1.9, 0.3], [-1.2, -1.7, 0.8], [-0.6, -0.4, -0.1], [0.2, 0.2, 0.1], [-0.1, 0.1, -0.2], [0.0, 0.0, -0.2], [0.0, -0.1, 0.1], [0.2, -0.2, -0.2], [0.1, -1.9, 1.0], [-0.6, 0.3, 0.1], [-0.2, 0.2, 0.2], [-0.3, 0.1, -0.1], [-0.1, 0.2, 0.1], [0.2, 0.1, 0.1], [-0.2, 0.1, -0.5], [0.0, -0.1, -0.2], [-0.3, 0.0, -0.1], [-0.1, -0.1, 0.6], [-0.2, 0.3, -0.1], [0.1, 0.2, -0.1], [0.1, 0.3, -0.2], [-0.1, -0.3, 0.1], [0.4, 0.0, -0.1], [0.2, -0.2, 0.3], [-0.2, 0.1, 0.1], [0.4, 0.0, 0.1], [-0.2, 0.1, 0.1], [0.3, -0.1, 0.5], [-0.4, 0.0, 0.1], [0.1, 0.2, 0.2], [-0.1, 0.0, 0.2], [0.2, 0.0, -0.2], [0.2, -0.2, -0.1], [-0.1, -0.3, 0.2], [0.2, -0.2, -0.1]],
  "spin_multiplicity": 5,
  "total_charge": 1,
  "largest_force_ev_per_a": 9.2,
  "e_above_lowest_kcal_mol": 0.0
}

Record 5
{
  "formula": "C4H4O2",
  "method": "ωB97M-V with the def2-TZVPD basis set",
  "symbols": ["O", "O", "C", "C", "C", "C", "H", "H", "H", "H"],
  "coordinates": [[0.974, -0.547, -1.226], [-0.381, 2.280, -0.183], [-0.143, 1.111, -0.101], [-1.029, -0.089, 0.098], [0.167, -0.993, -0.128], [1.087, 0.141, 0.014], [0.254, -2.049, 0.110], [-0.922, 0.231, 1.178], [2.021, 0.181, 0.562], [-2.027, -0.266, -0.324]],
  "forces_ev_per_a": [[-0.3, -0.1, -0.3], [0.7, -0.5, -0.1], [0.3, 0.6, -0.3], [-0.2, 0.2, 0.2], [0.0, -0.1, 0.3], [0.4, 0.4, 0.0], [0.2, 0.4, 0.3], [-1.5, -1.4, -0.1], [0.0, 0.2, -0.4], [0.3, 0.3, 0.4]],
  "spin_multiplicity": 1,
  "total_charge": 0,
  "largest_force_ev_per_a": 2.0,
  "e_above_lowest_kcal_mol": 60.6
}

Record 6
{
  "formula": "C18H23FN8",
  "method": "ωB97M-V with the def2-TZVPD basis set",
  "symbols": ["F", "N", "N", "N", "N", "N", "N", "N", "N", "C", "C", "C", "C", "C", "C", "C", "C", "C", "C", "C", "C", "C", "C", "C", "C", "C", "C", "H", "H", "H", "H", "H", "H", "H", "H", "H", "H", "H", "H", "H", "H", "H", "H", "H", "H", "H", "H", "H", "H", "H"],
  "coordinates": [[0.372, 5.372, 4.121], [0.817, 2.878, 1.485], [-2.505, -5.219, 1.596], [-2.125, -3.389, 0.518], [0.379, -1.702, 1.444], [0.834, -0.595, -0.669], [1.202, 1.701, -0.438], [-1.127, -4.909, 1.791], [0.161, -1.303, 2.748], [-3.064, -4.328, 0.856], [1.132, 0.607, -1.188], [0.995, 4.131, 0.715], [0.479, 3.122, 2.895], [-4.515, -4.414, 0.380], [0.556, 1.704, -3.371], [-2.423, -2.133, -0.193], [0.357, 0.001, 2.735], [1.535, -0.594, -3.395], [-0.911, -3.790, 1.126], [1.535, 0.768, -2.688], [0.695, 0.468, 1.443], [2.938, 1.355, -2.804], [0.571, 4.623, 2.984], [0.806, 5.171, 1.746], [0.910, 1.659, 0.823], [0.427, -3.128, 1.029], [0.646, -0.613, 0.645], [1.094, -3.676, 1.723], [-1.610, -1.849, -0.871], [-3.311, -2.222, -0.798], [1.877, -0.546, -4.443], [0.323, 0.602, 3.643], [3.309, 1.437, -3.832], [2.949, 2.394, -2.416], [2.273, -1.252, -2.895], [-0.552, 2.775, 3.115], [0.565, 2.675, -2.914], [0.857, 6.242, 1.572], [0.834, 1.891, -4.404], [-4.994, -5.297, 0.767], [-4.587, -4.491, -0.694], [1.994, 4.208, 0.328], [0.494, -1.025, -3.353], [3.628, 0.724, -2.249], [1.163, 2.629, 3.575], [0.784, -3.245, -0.009], [-5.084, -3.497, 0.726], [0.274, 4.169, -0.109], [-2.512, -1.314, 0.527], [-0.446, 1.227, -3.325]],
  "forces_ev_per_a": [[0.2, -1.5, -1.2], [0.3, -0.1, -0.6], [1.4, -1.2, 1.0], [0.7, 0.9, -0.5], [0.0, -0.1, -0.9], [0.3, -0.1, -1.8], [0.2, 1.1, -1.9], [-1.5, 1.0, -1.0], [0.6, 0.3, -0.8], [0.2, -0.1, -0.3], [0.6, -1.2, 0.4], [-0.4, -0.6, 0.5], [-0.6, -0.2, 0.0], [0.5, 1.7, 0.8], [-0.8, -0.6, 0.0], [1.1, 0.1, 0.4], [0.0, -0.3, 0.9], [-0.4, -0.6, 0.3], [-2.2, -0.9, 0.2], [0.0, -0.5, -0.2], [-0.8, 0.0, 2.3], [0.2, 0.9, 0.5], [0.3, 2.0, -2.6], [-0.7, -0.1, 3.2], [-0.1, 3.2, 1.6], [-0.5, 0.2, 0.6], [0.2, -2.1, -0.7], [-0.3, 0.3, -0.5], [0.0, -0.3, 0.1], [-0.4, -0.2, 0.1], [-0.4, 0.4, 0.4], [-0.2, -0.6, -0.2], [-0.4, -0.3, 0.0], [0.1, -0.6, 0.1], [-0.7, 0.1, -0.1], [0.4, 0.1, 0.1], [-0.3, 0.4, 0.5], [0.1, -0.3, 0.0], [0.0, -0.3, -0.3], [0.1, -0.2, 0.5], [0.1, 0.2, -0.4], [0.5, -0.2, -0.6], [1.2, 0.1, -0.1], [0.3, 0.1, 0.1], [0.2, -0.2, 0.2], [0.1, 0.7, 0.5], [0.5, -1.1, -0.5], [0.2, 0.1, 0.0], [-0.2, -0.1, -0.1], [0.4, 0.6, -0.2]],
  "spin_multiplicity": 1,
  "total_charge": 0,
  "largest_force_ev_per_a": 3.6,
  "e_above_lowest_kcal_mol": 0.0
}